Record 1
This record from the OMol25 dataset describes a 2-piece molecular cluster, CH7NOS2 overall. The level of theory is the ωB97M-V functional and the def2-TZVPD basis.

## Properties
highest occupied orbital energy = -9.231 eV
energy = -26357.8904 eV
relative energy (zero: lowest compared OMol25 entry of this formula, charge and spin) = 8.8 kcal per mole
HOMO-LUMO gap = 9.6 eV

Each line ends with the Mulliken charge.
Positions of all 12 atoms, in Å:
S (4.529, 2.182, -0.863)  -0.166
S (2.894, 2.575, -2.015)  -0.170
H (4.107, 1.001, -0.387)  0.169
H (3.481, 2.560, -3.223)  0.167
N (-1.011, -1.495, 0.340)  -0.612
C (-1.906, -1.087, 1.407)  -0.257
O (-2.852, -0.061, 1.058)  -0.528
H (-0.683, -0.606, -0.039)  0.265
H (-1.488, -1.804, -0.508)  0.222
H (-1.292, -0.828, 2.254)  0.307
H (-2.509, -1.955, 1.680)  0.302
H (-3.270, -0.482, 0.295)  0.300


Record 2
This record from the OMol25 dataset describes a 2-piece molecular cluster, CH7OS overall. The level of theory is the ωB97M-V functional and the def2-TZVPD basis.

## Properties
highest occupied orbital energy (spin up / spin down) = -4.921 / -10.985 eV
energy = -14029.0135 eV
2S+1 = 2
relative energy (zero: lowest compared OMol25 entry of this formula, charge and spin) = 11.5 kcal per mole
⟨S²⟩ = 0.75
HOMO-LUMO gap (spin up / spin down) = 5.6 / 11.4 eV

Each line ends with the Mulliken charge.
Positions of all 10 atoms, in Å:
O (0.149, 1.354, 1.448)  -0.605
H (0.025, -0.662, -2.471)  0.109
H (0.801, 2.101, 1.642)  0.306
H (0.238, 0.976, 2.313)  0.304
C (-0.334, -0.963, -0.349)  -1.159
S (-0.385, 0.367, -1.671)  -0.253
H (-0.747, -0.756, 0.620)  0.395
H (-1.008, -1.711, -0.708)  0.428
H (0.666, -1.448, -0.061)  0.343
H (0.594, 0.742, -0.761)  0.131


Record 3
This record from the OMol25 dataset describes a 2-piece molecular cluster, CH7OS overall. The level of theory is the ωB97M-V functional and the def2-TZVPD basis.

## Properties
highest occupied orbital energy = -16.009 eV
energy = -14022.6712 eV
relative energy (zero: lowest compared OMol25 entry of this formula, charge and spin) = 67.0 kcal per mole
HOMO-LUMO gap = 9.0 eV
charge = +1

Each line ends with the Mulliken charge.
Positions of all 10 atoms, in Å:
O (0.603, 2.368, 0.068)  -0.644
H (-2.007, -1.337, 0.460)  0.369
H (1.130, 3.009, 0.558)  0.345
H (1.040, 2.235, -0.780)  0.347
C (0.018, -1.546, -0.256)  -0.871
S (-1.113, -0.350, 0.714)  -0.026
H (1.013, -1.511, 0.174)  0.302
H (-0.576, -2.451, -0.318)  0.381
H (0.095, -1.138, -1.260)  0.378
H (-0.202, 0.720, 0.639)  0.419